Formula: C15H60N30O15
Source: OMol25
Level of theory: ωB97M-V/def2-TZVPD

Properties
LUMO level ... -0.0146 Eh
HOMO-LUMO gap ... 0.2786 hartree
Molecular weight ... 900.84 u

```
! RIJCOSX wB97M-V def2-TZVPD def2/J DEFGRID3
* xyz 0 1
O 3.89245 -1.63786 5.01112
O -3.15869 6.85380 0.66280
O -2.81571 -2.93582 4.21360
O 1.20250 -3.12512 -3.65780
O -0.29257 -0.35747 3.34992
O -1.33521 -5.63571 -2.42119
O -2.96071 -0.63526 -5.02276
O -4.51799 0.32082 -1.37392
O 2.76710 2.40271 -2.58485
O 0.58388 3.02319 1.38162
O -0.00966 -1.01595 -1.00187
O -0.07717 0.28386 -5.59980
O 1.26023 -3.94056 1.22738
O 4.04016 3.03980 3.16215
O -1.71392 2.37804 -2.51204
N 1.25438 3.54396 3.47681
N 2.80028 2.07543 -0.48405
N -3.01343 -4.33190 2.35150
N -4.08764 2.30589 -0.36314
N -0.66945 0.89516 0.07535
N 3.26094 -2.41544 -4.31934
N 0.57244 1.06509 -3.60388
N -1.13351 6.51823 1.50296
N -2.32647 0.36281 3.05471
N 0.94321 -0.27279 0.84358
N 3.54220 0.94632 2.63053
N 2.74686 -2.46011 3.17325
N -2.54037 4.09721 -3.58943
N -0.49964 -3.67538 -1.73213
N 2.30502 -1.40928 -2.75041
N -2.03559 4.99847 0.12431
N 5.52164 1.57349 2.55271
N -0.79835 3.44338 3.12173
N 2.08428 0.78033 -5.01993
N 1.12066 2.98286 -1.35571
N 3.25745 -4.79609 1.33624
N -1.35837 -2.94725 2.55917
N 2.58967 -3.52433 4.87222
N 2.39711 -4.50516 -0.60149
N -1.26039 -2.04640 -4.57290
N -2.19256 -4.58188 -0.64857
N -3.14255 2.12186 -4.23833
N -1.73263 -0.23786 4.97663
N -2.31594 -0.97981 -2.91391
N -4.88067 0.78053 0.88765
C -1.36312 -0.08630 3.74027
C -2.17652 6.15031 0.80013
C 0.11631 -0.15013 -0.09010
C 0.82090 0.71790 -4.87848
C -2.42740 -3.40713 3.11676
C 2.11282 -2.33490 -3.64480
C -4.52784 1.08349 -0.35311
C -2.26513 -1.24882 -4.20672
C 2.31553 2.53530 -1.50948
C 2.26153 -4.38546 0.69527
C 3.14337 -2.39167 4.41946
C -1.31953 -4.65258 -1.62177
C 0.37725 3.27824 2.54743
C -2.43335 2.83234 -3.39034
C 4.36092 1.91503 2.85691
H -0.35420 1.25000 -3.24717
H 1.48945 -1.11367 0.96460
H 2.49272 2.56722 0.34278
H 3.65582 1.53928 -0.51027
H 2.03666 -4.13248 4.28534
H -2.95286 1.13613 -4.12676
H -0.94037 7.38732 1.97991
H 0.70925 2.93682 -0.43445
H -1.45448 -1.20099 -2.43530
H -1.07582 -2.05417 2.93690
H 1.03043 3.86608 4.40750
H -1.10812 -0.50741 5.72325
H -2.71424 -5.40820 -0.39332
H -4.74139 1.52470 1.55617
H 2.54658 0.91482 2.79738
H -1.46428 2.96759 2.52991
H -3.19496 4.29096 -4.33379
H -2.72451 -0.42720 4.99701
H -3.21532 0.64247 3.44439
H 0.43681 3.09800 -2.09000
H -4.06840 2.95205 0.41288
H 2.11141 -3.02546 2.62856
H -3.60425 2.49659 -1.22920
H -1.49467 0.89032 -0.50696
H -2.81547 4.53519 -0.31981
H 2.91148 -3.69468 5.81431
H 3.16699 -4.87959 2.33871
H -2.34782 -4.83759 1.78463
H -0.41709 -2.85123 -1.15416
H 4.14129 -4.98642 0.88601
H -1.07945 -2.04678 -5.56656
H -3.90244 2.54921 -4.74827
H 3.24544 -3.07271 -5.08605
H 3.56670 -2.03146 2.76800
H 2.57718 0.39191 -5.81131
H -0.65653 -3.50714 2.09652
H 1.30997 1.42226 -3.01348
H -1.12408 4.56597 0.17102
H -1.84768 4.72430 -3.20597
H -3.93465 -4.72950 2.46716
H 1.69897 -4.08111 -1.19552
H 2.60278 1.19676 -4.25976
H 3.93298 -1.69155 -4.10850
H -2.33843 -3.71165 -0.15712
H -0.24461 6.06580 1.34401
H -0.89693 3.43480 4.12687
H 1.59598 -1.15374 -2.07805
H 2.21373 3.41020 3.19069
H 2.94351 -5.31364 -0.86210
H 5.65560 0.76180 1.96678
H -2.24750 0.65816 2.09209
H -0.62923 -2.51242 -3.93684
H -0.42210 1.70099 0.63174
H -2.82654 -0.15573 -2.63058
H 0.09431 -3.71290 -2.54817
H 0.56263 0.11771 1.69374
H 3.00333 -0.70335 -2.93514
H 6.21162 2.30606 2.46689
H -5.42597 -0.05435 1.04803
H 4.05119 0.11425 2.36841
*
```

These are the Mulliken partial charges, in e, on atoms 1 to 2: -0.6849, -0.6959

=====

Formula: C15H60O15
Source: OMol25
Level of theory: ωB97M-V/def2-TZVPD

Properties
LUMO level ... -0.0051 Eh
HOMO-LUMO gap ... 0.3174 hartree
Molecular weight ... 480.63 u

```
! RIJCOSX wB97M-V def2-TZVPD def2/J DEFGRID3
* xyz 0 1
O 6.59130 18.50041 -16.88668
O 4.65067 17.42022 -18.72939
O 2.06804 12.44035 -13.47315
O 1.33552 19.96235 -16.24209
O -1.80522 18.95348 -15.57966
O -0.50254 13.00724 -12.43795
O 0.86394 17.18568 -12.27846
O 2.06929 16.88848 -14.86566
O 4.89348 18.43849 -11.35886
O 2.77243 16.09486 -17.36382
O 1.27196 20.71669 -13.36728
O 3.95003 20.17631 -13.16361
O 6.31089 16.22062 -11.17326
O 8.17418 18.81012 -14.48265
O 6.84854 13.32886 -16.08215
C 4.77130 19.12560 -10.12118
C 2.37498 13.20661 -14.62442
C -0.50906 18.63900 -16.08114
C -0.30259 14.42507 -12.27807
C 4.81632 21.07866 -13.83503
C 3.43171 17.19558 -14.55598
C 0.78730 19.65004 -12.52477
C 4.08854 17.93323 -19.92146
C 2.39850 19.02668 -16.29026
C 6.12318 14.49541 -15.70694
C 1.84879 16.77671 -11.30220
C 1.84776 15.61141 -18.33120
C 6.22222 15.86944 -9.81368
C 7.41828 18.10596 -13.51135
C 7.13727 19.61609 -17.57184
H 1.29583 20.24477 -15.31923
H 0.03428 19.56065 -16.27239
H 1.13410 12.62542 -13.28303
H 3.11644 18.40488 -19.71991
H 6.56144 19.76531 -18.48912
H 5.25921 15.43483 -9.53044
H 2.78307 17.26443 -11.58009
H 3.44144 18.14673 -14.01299
H 6.98242 15.13953 -9.52636
H -1.03471 12.70870 -11.69850
H 5.72028 19.01425 -9.58971
H 3.98845 18.69809 -9.49046
H 4.66606 18.75158 -20.34499
H 4.84463 22.01454 -13.26232
H -0.01675 18.00137 -15.34614
H 2.34967 16.30371 -16.51526
H 0.68431 21.40890 -13.03036
H 1.98675 15.69642 -11.28268
H 7.07600 20.54855 -17.00043
H 4.02037 17.33602 -15.46012
H 5.84514 18.21080 -17.43017
H 8.18998 19.50204 -17.84022
H 3.89312 17.10605 -20.60573
H 4.65634 20.19242 -10.31975
H 4.62134 19.04552 -12.07949
H 0.56612 14.76476 -12.82800
H 5.70352 16.99997 -11.30426
H -0.54461 18.05508 -17.00671
H 1.56733 17.01453 -14.04605
H 6.75770 15.37684 -15.80116
H -0.21998 19.35373 -12.83048
H 6.47963 16.72533 -9.17945
H 7.47001 17.03405 -13.73539
H 6.20010 12.62202 -16.14381
H -0.22170 14.60915 -11.20573
H 1.98437 12.72449 -15.52475
H 1.41127 18.77313 -12.71922
H 3.35693 19.33856 -15.85979
H -1.19807 14.93877 -12.63562
H 0.32352 17.82651 -11.81209
H 5.81483 14.50194 -14.65692
H 5.83013 20.68677 -13.87687
H 2.31898 14.98945 -19.08900
H 2.13455 18.08564 -15.79513
H 2.66691 18.76997 -17.31456
H 5.25847 14.63096 -16.36118
H 7.81468 18.24380 -12.50679
H 1.52060 17.07238 -10.30463
H 3.45964 13.30678 -14.70132
H -2.25573 18.13921 -15.34606
H 3.89699 16.46716 -13.88570
H 1.09175 15.02541 -17.80370
H 1.35811 16.46203 -18.81373
H 3.01534 20.39533 -13.32686
H 4.43783 21.35566 -14.82174
H 7.67278 18.78871 -15.31034
H 0.80330 19.82414 -11.44714
H 2.04616 14.25208 -14.59862
H 6.37054 18.42460 -13.53752
H 4.07459 16.73161 -18.34250
*
```

These are the Mulliken partial charges, in e, on atoms 1 to 2: -0.3520, -0.4665

=====

Formula: C15H7AsBrI2LuN2O3S4
Source: OMol25
Level of theory: ωB97M-V/def2-TZVPD

Properties
LUMO level ... 0.1160 Eh
HOMO-LUMO gap ... 0.1383 hartree
Molecular weight ... 975.10 u

```
! RIJCOSX wB97M-V def2-TZVPD def2/J DEFGRID3
* xyz -2 1
Lu -0.84793 1.48989 0.79328
I 1.09424 -1.67837 4.39702
I -0.57158 -6.05813 0.63179
Br 2.96664 0.14180 1.27488
As -2.24107 3.16099 2.67337
S -3.10163 1.26140 1.84619
S -2.32132 3.08980 4.79477
S -3.44022 4.80184 2.04390
S -0.10602 3.51041 2.04473
O -0.06196 -0.00394 2.00869
O -1.24847 2.29563 -1.06128
O -0.56683 3.20500 -2.99411
N 1.28690 1.46125 -0.50996
N -1.13986 -0.66169 -0.36649
C -1.85173 -2.28243 -1.95484
C -0.38900 2.61016 -1.93957
C -1.45856 -3.31048 -1.14124
C -1.66965 -0.96102 -1.52858
C -0.74845 -1.66067 0.46215
C 3.58717 1.29095 -1.20190
C 0.12393 -3.61712 2.24857
C 3.31702 1.99501 -2.36335
C 2.54259 1.06000 -0.32481
C -0.88032 -3.03341 0.11563
C 1.04360 2.14286 -1.65024
C 2.02512 2.42521 -2.58373
C 0.24415 -2.26971 2.57622
C -0.18171 -1.24178 1.72529
C -0.42607 -3.98775 1.04626
H -1.96958 -0.11970 -2.14398
H 1.72968 2.98297 -3.46051
H -1.59181 -4.33762 -1.45433
H 4.57724 0.93266 -0.96572
H -2.30261 -2.47686 -2.91843
H 4.10840 2.20430 -3.07195
H 0.46969 -4.36145 2.95229
*
```

These are the natural (NBO) partial charges, in e, on atoms 1 to 2: 1.4773, 0.1414

=====

Listing ΔE to the lowest compared entry with this formula, charge and spin for the structures above in their given order: 10.5316 10.1819 1.1026 eV.